Record 1
{
  "formula": "C10H16",
  "method": "the ωB97M-V functional and the def2-TZVPD basis",
  "charge": 0,
  "e_tot_ha": -390.54462,
  "de_lowest_kj_mol": 239.60,
  "max_force_ev_per_a": 5.00,
  "gap_ev": 9.9,
  "homo_ev": -8.976,
  "elements": ["C", "C", "C", "C", "C", "C", "C", "H", "H", "H", "H", "H", "H", "H", "H", "C", "C", "C", "H", "H", "H", "H", "H", "H", "H", "H"],
  "coordinates": [[-0.32, -2.72, -1.32], [0.05, -1.32, -1.63], [1.34, -1.05, -1.25], [1.79, 0.25, -1.34], [1.06, 1.33, -1.93], [-0.20, 0.93, -2.48], [-0.72, -0.40, -2.38], [0.39, -3.44, -1.72], [-1.36, -3.03, -1.70], [-0.25, -2.88, -0.19], [1.83, -1.86, -0.94], [2.80, 0.58, -1.00], [1.50, 2.30, -1.70], [-0.64, 1.68, -3.04], [-1.73, -0.53, -2.80], [-1.78, 0.88, 2.44], [-0.40, 0.37, 2.38], [0.66, 1.40, 2.22], [-2.58, 0.27, 2.10], [-1.92, 1.83, 1.82], [-2.27, 1.07, 3.41], [0.00, -0.36, 3.11], [-0.21, -0.34, 1.48], [1.10, 1.63, 3.32], [1.41, 1.01, 1.43], [0.44, 2.42, 1.72]],
  "nbo_charge": [-0.634, -0.003, -0.235, -0.183, -0.248, -0.182, -0.237, 0.220, 0.217, 0.221, 0.204, 0.205, 0.226, 0.203, 0.226, -0.628, -0.443, -0.613, 0.217, 0.209, 0.212, 0.215, 0.197, 0.202, 0.220, 0.211]
}

Record 2
{
  "formula": "C30H30ClN5O6RuTe",
  "method": "the ωB97M-V functional and the def2-TZVPD basis",
  "charge": 2,
  "e_tot_ha": -2708.63920,
  "spin_multiplicity": 5,
  "s_squared": 6.0231,
  "max_force_ev_per_a": 3.06,
  "gap_ev": [4.5, 3.3],
  "homo_ev": [-12.108, -12.097],
  "elements": ["Ru", "O", "Cl", "O", "O", "O", "Te", "C", "C", "C", "C", "C", "C", "H", "H", "H", "H", "H", "C", "C", "C", "C", "C", "N", "C", "O", "N", "C", "C", "C", "C", "N", "C", "C", "C", "H", "H", "H", "H", "H", "H", "H", "H", "H", "H", "H", "H", "H", "C", "N", "N", "C", "O", "C", "C", "C", "C", "C", "C", "C", "C", "C", "H", "H", "H", "H", "H", "H", "H", "H", "H", "H", "H", "H"],
  "coordinates": [[1.64, -0.15, 0.38], [1.17, -1.70, -1.39], [2.50, -2.08, -1.01], [2.86, -3.29, -1.57], [3.37, -1.01, -1.37], [2.50, -2.17, 0.45], [4.00, 0.62, 1.10], [3.62, 0.57, 3.21], [4.24, -0.38, 4.02], [4.00, -0.37, 5.39], [3.20, 0.62, 5.95], [2.60, 1.57, 5.14], [2.77, 1.53, 3.77], [4.89, -1.13, 3.59], [4.46, -1.11, 6.02], [3.06, 0.65, 7.02], [1.98, 2.35, 5.58], [2.29, 2.26, 3.13], [0.57, 5.13, -6.87], [-0.47, 4.62, -5.95], [-0.45, 3.31, -5.45], [-1.41, 2.85, -4.58], [-2.45, 3.70, -4.17], [-3.44, 3.31, -3.29], [-3.60, 2.12, -2.59], [-4.69, 1.64, -2.45], [-2.46, 1.51, -2.07], [-1.33, 2.02, -1.48], [-1.00, 3.38, -1.40], [0.17, 3.74, -0.76], [0.99, 2.78, -0.19], [0.66, 1.48, -0.24], [-0.45, 1.11, -0.87], [-2.50, 5.01, -4.69], [-1.53, 5.45, -5.55], [1.29, 4.36, -7.14], [1.09, 5.97, -6.42], [0.11, 5.53, -7.78], [0.32, 2.63, -5.78], [-1.40, 1.82, -4.26], [-4.33, 3.81, -3.38], [-2.66, 0.54, -1.83], [-1.65, 4.14, -1.79], [0.45, 4.78, -0.70], [1.90, 3.04, 0.33], [-0.68, 0.05, -0.87], [-3.31, 5.66, -4.40], [-1.58, 6.46, -5.93], [-0.71, -5.14, 3.33], [-0.12, -3.86, 3.07], [-0.58, -3.06, 2.08], [0.10, -1.88, 2.10], [-0.13, -0.94, 1.29], [1.01, -1.96, 3.18], [0.84, -3.21, 3.75], [1.54, -3.78, 4.93], [-1.50, -3.54, 1.10], [-1.00, -3.94, -0.13], [-1.87, -4.46, -1.08], [-3.22, -4.58, -0.78], [-3.71, -4.16, 0.45], [-2.86, -3.63, 1.40], [-0.94, -5.64, 2.38], [-1.63, -5.04, 3.90], [-0.01, -5.76, 3.89], [1.67, -1.18, 3.49], [2.33, -3.11, 5.25], [1.98, -4.75, 4.69], [0.83, -3.92, 5.74], [0.05, -3.84, -0.35], [-1.48, -4.80, -2.03], [-3.88, -5.00, -1.52], [-4.76, -4.26, 0.67], [-3.22, -3.28, 2.35]],
  "mulliken_spin": [2.566, 0.072, -0.025, -0.002, 0.073, 0.018, 0.990, 0.025, -0.016, 0.001, 0.022, -0.007, 0.009, -0.007, 0.000, 0.000, -0.001, -0.016, 0.000, 0.002, 0.000, 0.002, 0.000, 0.001, 0.001, -0.001, -0.003, -0.020, 0.038, 0.000, 0.051, 0.016, 0.024, -0.001, 0.001, 0.000, 0.000, 0.000, 0.000, 0.000, 0.000, 0.001, 0.002, -0.001, -0.013, 0.000, 0.000, 0.000, 0.000, 0.020, 0.007, -0.024, 0.150, 0.040, -0.007, 0.000, 0.003, 0.001, -0.001, 0.000, 0.000, 0.001, 0.001, 0.001, 0.000, 0.000, 0.000, 0.000, 0.000, 0.002, 0.000, 0.000, 0.000, 0.000]
}

Record 3
{
  "formula": "C3H8CsO",
  "method": "the ωB97M-V functional and the def2-TZVPD basis",
  "charge": 1,
  "e_tot_ha": -214.23705,
  "de_lowest_kj_mol": 138.66,
  "max_force_ev_per_a": 5.13,
  "gap_ev": 11.9,
  "homo_ev": -15.243,
  "elements": ["Cs", "C", "C", "C", "O", "H", "H", "H", "H", "H", "H", "H", "H"],
  "coordinates": [[21.57, 7.49, -20.30], [24.73, 8.43, -21.48], [24.38, 6.94, -21.51], [24.69, 6.16, -20.22], [23.03, 6.82, -21.90], [25.69, 8.70, -21.03], [24.14, 8.85, -20.66], [24.51, 8.99, -22.39], [24.89, 6.44, -22.33], [24.30, 6.64, -19.32], [25.77, 6.11, -20.07], [24.34, 5.13, -20.29], [22.89, 6.35, -22.73]],
  "mulliken_charge": [0.964, -1.106, 0.544, -1.251, -0.698, 0.364, 0.251, 0.303, 0.329, 0.350, 0.359, 0.324, 0.266]
}

Record 4
{
  "formula": "C20H28CrF3N7O2S",
  "method": "the ωB97M-V functional and the def2-TZVPD basis",
  "charge": 1,
  "e_tot_ha": -3054.83629,
  "de_lowest_kj_mol": 0.00,
  "spin_multiplicity": 4,
  "s_squared": 3.7887,
  "max_force_ev_per_a": 0.15,
  "gap_ev": [8.4, 8.1],
  "homo_ev": [-10.799, -10.820],
  "elements": ["Cr", "N", "C", "C", "N", "C", "C", "N", "H", "H", "H", "H", "H", "H", "H", "H", "H", "H", "H", "H", "H", "C", "C", "C", "C", "C", "C", "C", "S", "O", "O", "N", "C", "C", "C", "C", "C", "N", "H", "H", "H", "H", "H", "H", "H", "H", "H", "H", "H", "F", "C", "F", "F", "N", "C", "C", "C", "N", "H", "H", "H", "H"],
  "coordinates": [[0.43, -0.30, 0.25], [-0.86, 1.49, 0.18], [-1.49, 1.68, 1.50], [-0.41, 1.61, 2.57], [0.73, 0.74, 2.14], [1.98, 1.54, 2.00], [3.01, 0.72, 1.25], [2.40, 0.34, -0.03], [-0.29, 2.30, -0.08], [-1.54, 1.42, -0.56], [-2.23, 0.89, 1.64], [-2.02, 2.63, 1.57], [-0.82, 1.24, 3.51], [-0.01, 2.60, 2.77], [0.90, 0.03, 2.84], [2.34, 1.87, 2.97], [1.73, 2.42, 1.41], [3.28, -0.17, 1.81], [3.92, 1.31, 1.10], [2.93, -0.42, -0.45], [2.46, 1.13, -0.69], [-2.15, 6.78, -0.36], [-1.27, 5.69, -0.92], [0.00, 5.45, -0.39], [0.83, 4.49, -0.94], [0.39, 3.74, -2.02], [-0.87, 3.97, -2.57], [-1.69, 4.94, -2.02], [1.39, 2.44, -2.67], [1.43, 2.52, -4.10], [2.66, 2.52, -1.96], [0.61, 1.19, -2.09], [0.51, -0.05, -2.62], [0.62, -0.41, -3.98], [0.40, -1.71, -4.35], [0.08, -2.67, -3.38], [0.01, -2.28, -2.08], [0.24, -1.00, -1.68], [-1.88, 7.02, 0.67], [-3.20, 6.48, -0.38], [-2.05, 7.69, -0.95], [0.34, 6.05, 0.44], [1.83, 4.32, -0.56], [-1.19, 3.40, -3.43], [-2.66, 5.13, -2.45], [0.86, 0.36, -4.70], [0.48, -1.99, -5.39], [-0.11, -3.70, -3.65], [-0.22, -2.98, -1.29], [2.63, -2.29, 0.78], [1.31, -2.07, 1.03], [1.23, -2.04, 2.44], [0.70, -3.24, 0.72], [-1.63, -1.93, 1.88], [-2.89, -2.39, 1.91], [-3.50, -2.00, 0.74], [-2.51, -1.30, 0.04], [-1.38, -1.27, 0.74], [-0.87, -2.16, 2.50], [-3.25, -2.97, 2.75], [-4.51, -2.19, 0.43], [-2.56, -0.84, -0.93]],
  "mulliken_spin": [3.288, 0.003, -0.006, 0.013, -0.032, 0.007, -0.009, -0.066, -0.011, 0.011, 0.000, -0.001, 0.000, -0.002, 0.002, 0.002, -0.004, -0.001, -0.001, 0.008, 0.009, 0.000, 0.000, -0.001, -0.002, 0.001, 0.001, 0.000, 0.005, 0.003, 0.002, 0.012, 0.031, -0.015, 0.009, 0.007, 0.032, -0.106, 0.000, 0.000, 0.000, 0.000, 0.000, 0.000, 0.000, -0.001, 0.001, 0.000, 0.000, 0.001, -0.145, -0.001, -0.001, 0.016, 0.015, -0.002, 0.036, -0.110, 0.004, 0.000, 0.000, -0.004]
}

Record 5
{
  "formula": "C6H5N2O6Zn",
  "method": "the ωB97M-V functional and the def2-TZVPD basis",
  "charge": 1,
  "e_tot_ha": -2571.63555,
  "de_lowest_kj_mol": 0.00,
  "max_force_ev_per_a": 6.21,
  "gap_ev": 8.6,
  "homo_ev": -12.654,
  "elements": ["O", "C", "Zn", "O", "C", "C", "O", "C", "O", "C", "O", "H", "N", "C", "N", "O", "H", "H", "H", "H"],
  "coordinates": [[-2.84, 1.01, -5.30], [-2.45, 0.85, -4.23], [-0.57, 0.25, -0.64], [0.75, 1.47, -3.98], [0.31, 1.24, -2.95], [1.07, 1.15, -0.03], [2.13, 1.37, 0.37], [-2.04, -0.19, 0.95], [-2.48, -0.67, 1.90], [-1.37, 2.74, -0.32], [-1.57, 3.84, -0.08], [-1.81, 0.28, -1.60], [2.04, -2.42, 1.43], [1.13, -1.44, 1.61], [1.04, -0.89, 2.85], [0.47, -1.04, 0.60], [2.48, -2.89, 2.22], [2.08, -2.87, 0.54], [0.21, -0.35, 3.04], [1.42, -1.44, 3.62]],
  "nbo_charge": [-0.480, 0.488, 1.344, -0.451, 0.465, 0.413, -0.387, 0.447, -0.439, 0.461, -0.435, -0.516, -0.782, 0.816, -0.795, -0.823, 0.414, 0.429, 0.416, 0.415]
}

Record 6
{
  "formula": "C26H15Cl2N8O11Tl",
  "method": "the ωB97M-V functional and the def2-TZVPD basis",
  "charge": -2,
  "e_tot_ha": -3358.37868,
  "de_lowest_kj_mol": 105.95,
  "max_force_ev_per_a": 0.91,
  "gap_ev": 6.9,
  "homo_ev": -2.780,
  "elements": ["Tl", "Cl", "C", "C", "C", "N", "C", "O", "C", "C", "C", "C", "C", "N", "C", "C", "C", "Cl", "N", "C", "O", "C", "C", "C", "C", "C", "N", "H", "H", "H", "H", "H", "H", "H", "H", "H", "H", "O", "C", "O", "C", "C", "C", "C", "C", "C", "O", "N", "O", "O", "N", "O", "O", "H", "H", "N", "N", "C", "O", "O", "H", "H", "H"],
  "coordinates": [[0.01, 0.20, 0.07], [-4.90, 4.49, -2.43], [-3.93, 3.59, -1.29], [-2.65, 3.22, -1.66], [-1.83, 2.54, -0.76], [-0.52, 2.17, -0.99], [0.32, 2.77, -1.82], [0.10, 3.64, -2.67], [1.77, 2.41, -1.53], [2.78, 3.12, -2.16], [4.09, 2.92, -1.76], [4.36, 2.01, -0.76], [3.30, 1.31, -0.20], [2.04, 1.53, -0.56], [-2.34, 2.17, 0.51], [-3.64, 2.54, 0.85], [-4.42, 3.25, -0.04], [-6.02, 3.73, 0.46], [-1.51, 1.40, 1.31], [-1.70, 1.16, 2.61], [-2.41, 1.78, 3.41], [-0.93, -0.04, 3.11], [-0.56, -0.14, 4.44], [0.15, -1.26, 4.85], [0.37, -2.28, 3.94], [-0.07, -2.12, 2.64], [-0.68, -1.01, 2.22], [-2.25, 3.50, -2.62], [2.49, 3.82, -2.93], [4.89, 3.49, -2.22], [5.37, 1.82, -0.42], [3.45, 0.56, 0.56], [-4.03, 2.26, 1.81], [-0.79, 0.68, 5.11], [0.53, -1.32, 5.86], [0.91, -3.18, 4.21], [0.09, -2.90, 1.91], [0.77, -2.86, -2.73], [0.06, -1.92, -2.38], [0.51, -0.81, -1.87], [-1.42, -1.98, -2.64], [-1.83, -2.73, -3.71], [-3.16, -2.73, -4.13], [-4.09, -1.93, -3.48], [-3.72, -1.21, -2.38], [-2.37, -1.21, -1.85], [-2.06, -0.62, -0.79], [-4.77, -0.41, -1.76], [-5.70, -0.04, -2.47], [-4.72, -0.19, -0.57], [-3.58, -3.54, -5.25], [-2.73, -4.21, -5.84], [-4.76, -3.54, -5.59], [-1.09, -3.32, -4.24], [-5.11, -1.89, -3.84], [3.57, -1.38, -1.39], [3.36, -2.33, -0.35], [2.43, -2.19, 0.67], [2.31, -3.20, 1.40], [1.83, -1.06, 0.90], [2.65, -1.17, -1.79], [4.06, -1.88, -2.11], [3.45, -3.29, -0.62]],
  "mulliken_charge": [2.287, -0.273, 0.159, -0.669, -0.479, -0.036, 0.132, -0.828, 0.432, -0.659, -0.234, -0.967, -0.309, 0.039, 0.405, -0.490, 0.231, -0.278, -0.229, 0.109, -0.770, 0.376, -0.725, -0.299, -0.789, -0.356, 0.029, 0.566, 0.476, 0.373, 0.400, 0.586, 0.541, 0.453, 0.381, 0.408, 0.704, -0.718, -0.071, -0.521, 0.448, -0.302, -0.581, -0.348, -0.364, 0.287, -0.386, 1.034, -0.673, -0.521, 1.016, -0.669, -0.678, 0.588, 0.614, -0.446, -0.156, 0.308, -0.766, -0.470, 0.100, 0.304, 0.276]
}